# 1
{"formula": "C31H61AsF7O13S3", "method": "the ωB97M-V functional and the def2-TZVPD basis", "total_charge": -1, "multiplicity": 1, "lumo_ev": 2.173, "energy_ha": -6325.4681, "symbols": ["As", "F", "F", "F", "F", "F", "F", "C", "C", "C", "O", "C", "H", "H", "H", "H", "H", "H", "H", "H", "C", "C", "C", "O", "C", "H", "H", "H", "H", "H", "H", "H", "H", "C", "C", "C", "O", "C", "H", "H", "H", "H", "H", "H", "H", "H", "C", "C", "C", "O", "C", "H", "H", "H", "H", "H", "H", "H", "H", "O", "S", "O", "O", "C", "C", "C", "H", "H", "H", "H", "H", "H", "H", "H", "O", "S", "O", "O", "C", "C", "C", "H", "H", "H", "H", "H", "H", "H", "H", "O", "S", "O", "O", "C", "C", "C", "H", "H", "H", "H", "H", "H", "H", "H", "F", "C", "C", "C", "C", "C", "C", "H", "H", "H", "H", "H"], "coordinates": [[0.70697, 0.54085, -0.87797], [0.42725, 0.95691, 0.78755], [-0.27670, 1.90128, -1.32503], [0.96669, 0.17005, -2.53641], [1.85742, -0.62688, -0.36531], [-0.67240, -0.47662, -0.90371], [2.05032, 1.65903, -0.87193], [5.58088, -1.51659, -1.83337], [6.76402, -0.61252, -2.24088], [6.35159, -0.05613, -3.61779], [5.11984, -0.69458, -3.95699], [4.46210, -1.01638, -2.70982], [5.36036, -1.49432, -0.76715], [5.83306, -2.54438, -2.10171], [7.69685, -1.17817, -2.24244], [6.93301, 0.19388, -1.52397], [7.09206, -0.22583, -4.39446], [6.14263, 1.01649, -3.52454], [3.66753, -1.66754, -3.07445], [3.93833, -0.14272, -2.29755], [0.15625, -5.25691, -0.90298], [0.87287, -4.64688, 0.31095], [-0.15810, -4.81414, 1.41296], [-0.94991, -5.95969, 1.08671], [-0.63483, -6.37938, -0.23946], [0.86108, -5.77901, -1.55286], [-0.43438, -4.52631, -1.44899], [1.11627, -3.60168, 0.16148], [1.77528, -5.22123, 0.52974], [-0.81650, -3.93775, 1.44603], [0.27662, -4.94844, 2.40517], [-1.55658, -6.64820, -0.75950], [0.00173, -7.26845, -0.15733], [-3.09840, 1.80328, -4.49014], [-3.20908, 2.16916, -3.01143], [-4.71861, 2.05776, -2.77650], [-5.32342, 2.37172, -4.05284], [-4.36977, 2.37700, -5.09999], [-3.16306, 0.71575, -4.60425], [-2.18163, 2.08672, -5.00631], [-2.76286, 3.13861, -2.80127], [-2.62737, 1.38152, -2.52935], [-5.13386, 2.74772, -2.04142], [-5.05466, 1.05698, -2.48598], [-4.26952, 3.41761, -5.43734], [-4.67066, 1.78957, -5.97265], [-3.10123, 4.46020, 2.09967], [-2.14536, 3.52790, 1.35021], [-3.10402, 2.57717, 0.61070], [-4.43954, 2.94797, 0.96360], [-4.39685, 4.31787, 1.31327], [-2.79167, 5.50860, 2.13893], [-3.27743, 4.17065, 3.13735], [-1.45411, 3.00145, 2.00378], [-1.55725, 4.11166, 0.64355], [-2.94568, 1.51392, 0.79065], [-2.99912, 2.69625, -0.47060], [-5.28373, 4.54625, 1.90528], [-4.41235, 4.96126, 0.42090], [1.76363, 0.09371, 5.35813], [2.86265, 0.51426, 4.57007], [3.89736, 1.32363, 5.13716], [3.49712, -0.83156, 4.02102], [4.86600, -0.85947, 3.58174], [4.96217, -1.04349, 2.07226], [2.26856, 1.23682, 3.06685], [5.35736, -1.67154, 4.11832], [5.38051, 0.05089, 3.89027], [4.15587, -1.67720, 1.70414], [5.92117, -1.50987, 1.85140], [4.87990, -0.07513, 1.58028], [1.48066, 0.57260, 2.73068], [3.11530, 1.36750, 2.40390], [1.81626, 2.18995, 3.33612], [-4.04501, -3.47783, 5.34192], [-2.71228, -3.59634, 5.81732], [-2.21928, -4.78378, 6.39400], [-1.71876, -3.25482, 4.64650], [-2.14367, -2.34932, 3.59025], [-0.90851, -1.57932, 3.21257], [-2.41161, -2.23517, 6.91382], [-2.96393, -1.73710, 3.96174], [-2.47009, -2.89989, 2.71133], [-0.53271, -0.97392, 4.04032], [-1.04027, -0.90853, 2.36193], [-0.12442, -2.29931, 2.97506], [-1.34887, -2.13052, 7.09789], [-2.93415, -2.48326, 7.83854], [-2.90676, -1.38167, 6.45898], [2.33433, 3.55441, -5.74249], [3.32226, 3.74191, -4.72279], [4.64828, 4.09798, -5.09047], [2.80604, 4.86558, -3.74767], [1.40246, 4.88965, -3.42293], [1.12160, 6.10396, -2.56148], [3.28862, 2.34119, -3.66530], [1.09714, 3.96583, -2.92568], [0.83585, 4.93782, -4.35594], [1.64447, 5.98929, -1.60889], [0.06182, 6.07552, -2.30942], [1.43448, 7.01558, -3.06028], [3.64927, 1.45144, -4.17600], [2.26229, 2.27265, -3.31941], [3.92696, 2.53019, -2.80317], [-5.80897, -2.38959, 2.14608], [-4.87744, -2.34138, 1.17166], [-4.16173, -3.49661, 0.91010], [-3.22153, -3.48954, -0.10419], [-3.01967, -2.33454, -0.86294], [-3.72241, -1.19077, -0.55516], [-4.72588, -1.20399, 0.41414], [-4.32732, -4.34983, 1.55701], [-2.65242, -4.37220, -0.36946], [-2.26231, -2.33825, -1.63304], [-3.50230, -0.25308, -1.05187], [-5.31849, -0.31582, 0.59325]], "mulliken_charge": [2.30, -0.45, -0.60, -0.52, -0.61, -0.34, -0.57, 0.05, -0.66, -0.27, -0.52, 0.09, -0.19, 0.34, 0.31, 0.28, 0.38, 0.11, 0.33, -0.21, -0.40, -0.12, 0.51, -0.49, -0.72, 0.39, 0.14, 0.01, 0.28, -0.65, 0.39, 0.32, 0.39, -0.86, 0.38, -0.16, -0.50, -0.47, 0.28, 0.43, 0.30, -0.24, 0.14, 0.19, 0.27, 0.30, -0.63, -0.18, 0.73, -0.42, -0.51, 0.32, 0.27, 0.02, 0.25, 0.02, -0.51, 0.36, 0.25, -0.57, 1.19, -0.68, -0.26, -0.55, -0.90, -0.58, 0.34, 0.35, 0.23, 0.45, 0.29, -0.06, 0.23, 0.49, -0.62, 1.19, -0.65, -0.39, 0.26, -1.14, -0.92, 0.76, -0.53, 0.41, 0.31, 0.21, 0.31, 0.39, 0.29, -0.68, 1.28, -0.66, -0.32, 0.34, -1.43, -0.61, -0.03, 0.32, 0.34, 0.40, 0.36, 0.32, -0.03, 0.31, -0.39, 0.87, -0.71, 0.37, -1.22, -0.01, -1.08, 0.27, 0.34, 0.37, 0.58, 0.56]}

=====

# 2
{"formula": "C31H61Br28NO3S", "method": "the ωB97M-V functional and the def2-TZVPD basis", "total_charge": 0, "multiplicity": 1, "lumo_ev": 0.046, "energy_ha": -73968.4394, "symbols": ["C", "C", "O", "S", "O", "O", "C", "N", "H", "H", "H", "H", "H", "Br", "C", "C", "Br", "H", "H", "H", "H", "Br", "C", "C", "Br", "H", "H", "H", "H", "Br", "C", "C", "Br", "H", "H", "H", "H", "Br", "C", "C", "Br", "H", "H", "H", "H", "Br", "C", "C", "Br", "H", "H", "H", "H", "Br", "C", "C", "Br", "H", "H", "H", "H", "Br", "C", "C", "Br", "H", "H", "H", "H", "Br", "C", "C", "Br", "H", "H", "H", "H", "Br", "C", "C", "Br", "H", "H", "H", "H", "Br", "C", "C", "Br", "H", "H", "H", "H", "Br", "C", "C", "Br", "H", "H", "H", "H", "Br", "C", "C", "Br", "H", "H", "H", "H", "Br", "C", "C", "Br", "H", "H", "H", "H", "Br", "C", "C", "Br", "H", "H", "H", "H"], "coordinates": [[-3.09084, -1.22630, -2.41847], [-4.16982, -0.48247, -2.20410], [-5.20876, 0.41863, -1.73372], [-5.64049, 0.00971, -0.09993], [-7.18279, 0.11650, -0.02560], [-4.93821, 1.26099, 0.80322], [-4.36604, 0.71276, 2.05628], [-2.91145, 1.13943, 2.06836], [-2.13765, -1.86095, -2.25978], [-4.41099, -0.44218, 2.06713], [-4.91553, 1.19519, 2.96087], [-2.74366, 1.67866, 2.93518], [-2.36903, 0.25855, 2.04706], [-1.02515, -2.24562, 2.01614], [-1.27474, -4.05617, 1.34769], [-1.25826, -4.07507, -0.15991], [-2.94480, -3.41362, -0.89003], [-2.20520, -4.43187, 1.77588], [-0.43873, -4.62898, 1.75238], [-1.16690, -5.09719, -0.53313], [-0.46306, -3.46409, -0.59004], [-1.96618, 0.45115, -4.25191], [-2.69384, 1.94238, -5.27474], [-4.05293, 1.60346, -5.83574], [-3.90600, 0.43310, -7.38747], [-1.95937, 2.19424, -6.04106], [-2.76593, 2.76739, -4.56257], [-4.55283, 2.50205, -6.20427], [-4.70291, 1.10011, -5.11814], [0.12736, -6.81031, 3.27848], [0.41036, -7.71295, 1.57398], [-0.88666, -8.24250, 1.01283], [-1.44409, -9.86690, 1.93532], [1.15651, -8.48993, 1.74543], [0.83187, -6.95041, 0.91544], [-0.76238, -8.53681, -0.03099], [-1.71247, -7.53355, 1.08980], [2.80969, -9.76816, 4.64198], [3.14992, -10.83229, 3.04437], [4.42561, -10.40273, 2.36182], [4.17243, -8.74432, 1.36795], [2.26792, -10.74273, 2.40829], [3.23196, -11.86107, 3.40057], [4.72837, -11.13829, 1.61438], [5.25092, -10.23505, 3.05498], [-1.04628, 0.72120, 0.06116], [0.62159, 0.43006, -0.90526], [1.73371, 1.28416, -0.34727], [1.56232, 3.13699, -0.92893], [0.41643, 0.62190, -1.95992], [0.84689, -0.63045, -0.77077], [2.70126, 0.95474, -0.73053], [1.76483, 1.29493, 0.74310], [-1.50504, -4.89273, 9.02530], [-1.16195, -5.95437, 7.42640], [0.11348, -5.52187, 6.74545], [-0.14178, -3.86243, 5.75364], [-2.04339, -5.86526, 6.78984], [-1.07848, -6.98358, 7.78125], [0.41785, -6.25608, 5.99737], [0.93837, -5.35387, 7.43913], [5.01470, 4.21508, 1.04905], [4.63205, 6.04854, 0.50921], [4.60566, 6.18235, -0.99330], [6.40979, 6.19818, -1.73482], [5.37833, 6.68251, 0.98600], [3.65002, 6.27027, 0.93244], [4.17082, 7.13981, -1.28691], [4.06473, 5.37481, -1.48911], [-6.73379, -2.94737, -4.82348], [-8.30160, -2.43315, -3.78580], [-8.09270, -1.10332, -3.10250], [-6.94572, -1.28064, -1.53096], [-8.50528, -3.24860, -3.09061], [-9.11515, -2.36929, -4.51250], [-9.03840, -0.71500, -2.71909], [-7.63244, -0.35390, -3.74873], [-10.48571, 2.10306, -4.06088], [-9.37965, 2.95045, -2.69711], [-8.29762, 3.79896, -3.31933], [-6.84467, 2.69648, -4.00716], [-8.99123, 2.15314, -2.06115], [-10.06759, 3.56883, -2.11718], [-7.83520, 4.44316, -2.56921], [-8.65195, 4.41208, -4.14911], [-5.07691, -5.58843, 13.56917], [-3.40637, -5.88477, 12.60884], [-2.29381, -5.03343, 13.17008], [-2.45804, -3.18054, 12.58648], [-3.60700, -5.69266, 11.55386], [-3.18497, -6.94527, 12.74461], [-1.32607, -5.36612, 12.79011], [-2.26632, -5.02209, 14.26046], [12.33338, 3.65037, -0.03863], [11.12197, 3.83233, -1.55529], [9.79176, 4.40352, -1.12831], [8.69544, 3.05789, -0.24166], [11.04098, 2.84822, -2.01767], [11.62918, 4.51125, -2.24366], [9.20998, 4.71520, -1.99817], [9.88336, 5.24365, -0.43848], [6.59524, 8.99644, 1.08091], [5.57416, 10.61347, 0.70207], [4.09269, 10.37802, 0.87239], [3.35432, 9.39464, -0.64140], [5.84782, 10.93463, -0.30392], [5.93187, 11.35071, 1.42359], [3.55156, 11.32585, 0.88624], [3.84582, 9.81106, 1.77097], [12.75698, 2.45193, -4.23951], [11.54441, 2.63466, -5.75480], [10.21530, 3.20695, -5.32548], [9.11962, 1.86203, -4.43597], [11.46231, 1.65020, -6.21740], [12.05071, 3.31355, -6.44395], [9.63245, 3.51927, -6.19388], [10.30951, 4.04693, -4.63576], [-5.34357, 4.53513, -7.64292], [-4.23808, 5.38022, -6.27760], [-3.15404, 6.22718, -6.89793], [-1.70094, 5.12342, -7.58450], [-3.85223, 4.58237, -5.64138], [-4.92604, 5.99937, -5.69840], [-2.69178, 6.87068, -6.14713], [-3.50707, 6.84059, -7.72789]], "mulliken_charge": [-0.88, 0.58, -0.16, 0.68, -0.54, -0.25, -0.32, -0.40, 0.42, 0.30, 0.28, 0.19, 0.04, -0.15, -0.35, -0.48, -0.17, 0.49, -0.01, 0.31, 0.38, -0.15, -0.55, 0.61, -0.12, 0.40, 0.31, -0.45, -0.13, -0.08, -0.04, -0.59, -0.17, -0.11, 0.32, 0.42, 0.32, -0.11, -0.61, -0.54, -0.14, 0.33, 0.35, 0.34, 0.37, 0.02, -0.33, -0.75, -0.16, 0.31, 0.22, 0.43, 0.35, -0.13, -0.59, -0.31, -0.10, 0.36, 0.38, -0.07, 0.39, -0.16, -0.25, -0.03, -0.13, 0.08, 0.35, -0.19, 0.28, -0.16, -0.65, -0.38, -0.08, 0.38, 0.41, 0.28, 0.15, -0.14, -0.40, -0.68, 0.00, 0.14, 0.38, 0.37, 0.40, -0.14, -0.46, -0.63, -0.14, 0.25, 0.35, 0.33, 0.41, -0.16, -0.56, -0.36, -0.10, 0.25, 0.37, 0.10, 0.43, -0.10, -0.56, -0.59, -0.12, 0.38, 0.34, 0.35, 0.37, -0.13, -0.54, -0.59, -0.10, 0.37, 0.35, 0.38, 0.29, -0.12, -0.17, -0.58, -0.14, -0.12, 0.37, 0.36, 0.39]}